[1]
A molecular structure, C42H45Br2ClCoGe2N2O4SSi, computed with ωB97M-V/def2-TZVPD.

Charge: -1
Kohn-Sham gap (spin up / spin down) (eV): 7.013 / 7.019
LUMO level (spin up / spin down) (eV): 1.9 / 1.9
HOMO level (spin up / spin down) (eV): -5.1 / -5.1
Max |F| (Eh/bohr): 0.0101
Spin multiplicity: 1

```
101
Properties=species:S:1:pos:R:3:forces:R:3
Co 0.72669 -0.44176 -0.68254 0.02 0.36 0.07
C -1.93460 -1.46132 -2.95012 -0.01 -0.01 -0.03
C -0.52311 -1.78702 -3.33099 -0.07 -0.04 0.01
C -0.31715 -2.39086 -4.59665 -0.01 -0.05 -0.04
C 0.91695 -2.80298 -4.98668 -0.06 0.04 0.02
C 2.01105 -2.62299 -4.11435 -0.05 0.02 0.09
C 3.32918 -3.05398 -4.38091 0.04 0.00 0.01
Br 3.75207 -3.93660 -6.01222 -0.03 0.00 0.01
C 4.32412 -2.84219 -3.47321 -0.01 0.00 0.00
C 4.05109 -2.18204 -2.27075 0.08 0.04 0.07
Br 5.48877 -1.90220 -1.07283 -0.04 0.00 -0.01
C 2.78685 -1.71289 -1.93124 -0.05 -0.04 0.08
O 2.51703 -1.07711 -0.83671 0.05 0.01 -0.19
C 1.74643 -1.97175 -2.89118 0.02 -0.04 -0.04
N 0.49161 -1.55928 -2.51980 0.12 0.09 0.14
H -2.60974 -2.17359 -3.42743 0.02 0.02 -0.02
H -2.21490 -0.46458 -3.29747 0.01 0.03 -0.01
H -2.09223 -1.45934 -1.87825 0.02 -0.05 0.00
H -1.17681 -2.53211 -5.23977 0.02 0.00 0.02
H 1.07178 -3.27392 -5.94782 -0.01 -0.01 0.00
H 5.33280 -3.17446 -3.67551 -0.01 0.00 0.01
C 1.00045 5.96839 2.64201 0.05 0.07 0.00
Si 0.32010 4.21635 2.79938 0.00 0.00 -0.06
C 0.66567 3.64895 4.54886 -0.02 -0.02 0.07
C -1.52474 4.32284 2.47845 -0.05 0.03 -0.03
C 1.22297 3.19083 1.49937 0.01 -0.09 0.03
C 2.28029 3.71590 0.78593 -0.11 0.01 0.05
C 2.91539 2.96653 -0.20635 0.06 0.05 -0.05
C 2.42569 1.71706 -0.47400 -0.05 -0.12 -0.01
N 1.39095 1.16134 0.19221 0.12 0.04 0.08
C 0.80787 1.85026 1.21724 0.18 0.06 -0.07
S -0.40658 1.10523 2.14042 -0.01 0.01 0.05
H 0.40000 6.64330 3.26021 0.05 -0.03 -0.01
H 0.95331 6.33600 1.61222 -0.01 -0.01 0.06
H 2.03788 6.04166 2.98448 -0.06 0.00 -0.04
H 0.36351 4.42255 5.26358 0.00 -0.05 -0.05
H 1.72992 3.44944 4.69848 -0.03 0.01 0.00
H 0.11550 2.73205 4.76552 0.04 0.03 0.01
H -1.92262 5.26627 2.86624 0.02 -0.03 0.00
H -2.05369 3.49455 2.95043 0.01 0.03 -0.06
H -1.73636 4.28676 1.40534 0.01 0.01 0.09
H 2.62202 4.72550 0.99044 -0.01 -0.04 -0.01
H 3.75434 3.35083 -0.76967 -0.02 -0.01 0.01
H 2.86377 1.09759 -1.24630 -0.03 0.03 0.06
C 2.18096 0.27643 4.18745 0.04 0.02 0.04
Ge 2.29755 -1.29238 3.01765 -0.07 -0.02 0.09
C 4.06978 -1.19728 2.19591 0.04 0.01 -0.04
C 2.26029 -2.87522 4.19817 0.02 -0.01 0.04
Ge 0.46832 -1.52106 1.41457 0.01 -0.30 -0.28
C -1.20247 -1.93774 2.38079 -0.05 0.05 -0.05
C -1.27097 -1.64895 3.74545 -0.07 -0.04 -0.01
C -2.40983 -1.93263 4.48936 0.02 -0.03 -0.10
C -3.51780 -2.49946 3.87075 0.06 0.03 -0.02
C -3.47220 -2.77862 2.51182 0.05 0.01 0.01
C -2.32306 -2.50698 1.77740 0.00 0.04 0.09
C 0.82108 -3.22054 0.37715 0.01 -0.08 0.16
C -0.05857 -3.69128 -0.59874 0.03 -0.18 0.11
C 0.23804 -4.81146 -1.36814 -0.01 0.05 0.04
C 1.43067 -5.49404 -1.17441 0.06 0.04 0.06
C 2.31828 -5.05321 -0.19812 -0.09 0.02 -0.04
C 2.01117 -3.93231 0.56316 -0.01 0.11 -0.10
H 2.93844 0.17110 4.97074 -0.02 0.02 -0.03
H 1.20050 0.38884 4.64695 0.02 0.00 0.00
H 2.38533 1.18370 3.61634 -0.02 -0.02 0.02
H 4.76153 -0.72624 2.89921 -0.01 -0.03 -0.02
H 4.03549 -0.61451 1.27603 0.01 -0.02 0.03
H 4.44217 -2.19200 1.94811 0.02 0.05 -0.02
H 3.01145 -2.75584 4.98428 -0.03 -0.01 -0.03
H 2.48287 -3.78887 3.64433 -0.03 0.03 0.01
H 1.28095 -2.99063 4.66704 0.05 0.00 -0.02
H -0.42709 -1.17511 4.23630 -0.02 -0.01 0.00
H -2.43483 -1.70200 5.54784 0.00 0.00 0.00
H -4.41347 -2.71231 4.44247 0.01 0.00 -0.01
H -4.33723 -3.20280 2.01563 0.01 0.00 0.00
H -2.32057 -2.72610 0.71871 -0.02 0.03 0.01
H -0.98742 -3.16551 -0.78327 0.02 0.00 -0.03
H -0.45975 -5.14086 -2.13027 0.00 -0.01 0.00
H 1.67165 -6.35838 -1.78179 0.00 0.01 0.00
H 3.25568 -5.57377 -0.03892 -0.01 0.01 -0.01
H 2.73593 -3.58653 1.29324 -0.02 -0.03 -0.04
C -4.24174 3.71998 -1.26325 -0.04 -0.04 -0.04
C -4.05646 3.12499 -2.63139 -0.02 0.06 0.06
C -5.14348 3.05164 -3.49640 0.00 0.00 0.03
C -5.01918 2.53204 -4.77247 0.08 -0.01 0.02
Cl -6.41809 2.47339 -5.81666 -0.01 0.00 -0.01
C -3.80012 2.07008 -5.22970 -0.02 0.00 0.00
C -2.71255 2.12828 -4.37378 0.05 -0.05 -0.02
C -2.82484 2.63878 -3.08524 -0.02 -0.09 -0.02
O -1.64634 2.70843 -2.39738 0.00 0.11 0.08
C -1.50718 2.27854 -1.03086 0.14 -0.05 -0.17
C -1.98664 0.83939 -0.83022 0.12 0.32 0.13
O -3.19154 0.62782 -0.90940 -0.03 -0.10 0.00
O -1.10062 -0.05224 -0.59987 -0.32 -0.34 -0.21
H -5.23127 4.17029 -1.17820 0.02 0.00 -0.02
H -3.49881 4.49349 -1.05985 0.02 -0.02 0.00
H -4.15033 2.94079 -0.50519 -0.02 0.00 0.02
H -6.10813 3.41520 -3.16429 0.02 0.00 0.00
H -3.70283 1.66880 -6.22962 0.00 0.01 0.02
H -1.73826 1.77333 -4.69036 -0.05 0.01 0.00
H -2.04649 2.92514 -0.34428 -0.03 0.03 0.02
H -0.44152 2.36922 -0.84285 -0.09 0.04 -0.06
```
Positions in Å, forces in eV/Å.

[2]
A molecular structure, C42H45Cl3N5O2Pb, computed with ωB97M-V/def2-TZVPD.

Charge: -1
Kohn-Sham gap (eV): 5.670
LUMO level (eV): 1.9
HOMO level (eV): -3.7
Max |F| (Eh/bohr): 0.0158
Spin multiplicity: 1

```
98
Properties=species:S:1:pos:R:3:forces:R:3
Pb -0.11386 -0.02422 0.04030 -0.21 0.14 -0.43
C 0.41753 -4.19541 -2.43781 -0.02 0.01 0.01
C 0.19991 -3.53424 -1.07352 -0.06 -0.27 0.05
C 1.24126 -4.02075 -0.06143 -0.02 0.02 -0.03
C -1.21490 -3.77143 -0.56740 0.01 0.11 0.00
C -1.58900 -5.07719 -0.26507 -0.06 -0.02 0.02
C -2.86254 -5.38456 0.18319 0.03 0.05 -0.03
C -3.77445 -4.35475 0.35394 0.02 0.03 -0.04
C -3.45429 -3.02962 0.07274 0.00 0.15 0.03
C -4.52640 -1.97202 0.37595 -0.02 -0.24 0.07
C -4.81745 -1.89333 1.87995 0.00 -0.05 -0.08
C -5.84975 -2.23673 -0.35503 0.08 -0.02 -0.03
C -2.15331 -2.72020 -0.42620 -0.16 -0.01 0.04
N -1.77809 -1.40276 -0.75429 0.01 0.23 -0.10
C -2.62751 -0.63919 -1.55291 0.03 -0.40 0.00
C -2.62822 0.72723 -1.52544 -0.15 0.41 0.02
N -1.69365 1.45989 -0.81057 0.12 -0.37 0.09
C -2.03850 2.75953 -0.38077 -0.13 0.09 0.16
C -1.35509 3.88671 -0.88603 0.02 0.10 -0.07
C -1.74353 5.15586 -0.45998 -0.04 0.02 0.05
C -2.78157 5.34744 0.43914 0.01 -0.08 -0.02
C -3.43243 4.23896 0.95521 0.02 0.04 -0.04
C -3.06655 2.94966 0.58047 0.10 -0.12 -0.05
C -3.76868 1.77513 1.25206 -0.09 0.19 0.02
C -3.73574 1.90596 2.77975 0.03 -0.04 -0.04
C -5.21793 1.62538 0.77750 0.02 -0.01 -0.01
C -0.24519 3.82238 -1.93110 -0.08 -0.26 0.01
C -0.72660 3.23335 -3.26196 0.02 0.02 0.01
C 1.02661 3.11538 -1.45869 -0.05 0.20 0.10
C -3.64201 1.21695 -2.49340 0.09 0.19 -0.07
C -4.10033 2.43969 -2.90661 -0.06 0.02 0.08
C -5.06821 2.49346 -3.95431 0.03 -0.01 0.04
C -5.55134 1.37160 -4.57541 0.01 -0.01 -0.01
C -5.08580 0.08722 -4.16774 -0.02 -0.01 0.01
C -5.42143 -1.17679 -4.73665 0.00 0.05 -0.01
C -4.81432 -2.31004 -4.26426 0.03 -0.05 0.05
C -3.86293 -2.29299 -3.20029 0.03 -0.01 0.01
C -3.54898 -1.09547 -2.61367 0.01 -0.18 -0.10
C -4.16868 0.06872 -3.13444 0.12 0.00 0.11
H 1.42628 -3.98730 -2.80472 -0.06 -0.01 0.01
H -0.30218 -3.81815 -3.16914 0.05 -0.03 0.03
H 0.29495 -5.28093 -2.36693 0.01 0.06 -0.02
H 0.34429 -2.47020 -1.21736 0.00 0.18 -0.04
H 1.17618 -5.10472 0.07664 0.02 0.07 0.02
H 1.09414 -3.54788 0.91330 0.03 -0.01 -0.01
H 2.25031 -3.78318 -0.40273 0.00 0.03 0.01
H -0.86981 -5.87897 -0.40302 -0.02 0.06 0.02
H -3.14182 -6.41047 0.39640 0.02 0.05 0.01
H -4.76761 -4.59109 0.72297 0.03 0.04 -0.01
H -4.15820 -1.00139 0.05759 0.03 0.07 -0.01
H -5.19353 -2.85001 2.25471 0.02 0.04 0.00
H -5.57721 -1.13103 2.08109 0.07 -0.12 0.00
H -3.92382 -1.63704 2.44260 0.16 0.04 0.12
H -6.30262 -3.17455 -0.01740 0.00 0.06 0.00
H -5.70567 -2.29687 -1.43168 -0.04 0.00 -0.01
H -6.55958 -1.42921 -0.15099 0.04 -0.04 0.01
H -1.22644 6.02114 -0.86210 0.01 -0.03 -0.01
H -3.07258 6.34796 0.74053 0.02 -0.05 -0.03
H -4.23615 4.38111 1.67239 0.06 -0.03 -0.05
H -3.22823 0.86857 0.98790 0.10 -0.13 -0.09
H -4.33203 2.75610 3.12312 0.03 -0.06 0.00
H -2.71427 2.04846 3.13783 -0.01 0.02 0.03
H -4.13998 1.00302 3.24735 0.01 0.03 -0.02
H -5.79386 2.52415 1.02363 0.02 -0.05 -0.02
H -5.69646 0.76873 1.26506 0.05 0.16 -0.07
H -5.26476 1.47588 -0.30157 -0.02 0.00 -0.02
H 0.02946 4.86185 -2.12043 0.01 0.11 -0.02
H -1.02630 2.19114 -3.13940 0.04 0.09 -0.04
H 0.07723 3.27684 -4.00326 -0.03 -0.01 0.05
H -1.58030 3.79359 -3.65112 0.03 -0.05 -0.01
H 0.88452 2.04313 -1.38507 0.07 -0.05 -0.05
H 1.35297 3.49364 -0.48449 -0.01 -0.05 -0.06
H 1.83866 3.27439 -2.17273 -0.03 -0.02 0.04
H -3.75051 3.36120 -2.45390 0.00 -0.04 -0.06
H -5.41923 3.46701 -4.27927 0.00 -0.03 0.03
H -6.26977 1.45895 -5.38462 0.03 -0.01 0.05
H -6.13566 -1.23449 -5.55253 0.04 0.01 0.05
H -5.06309 -3.26604 -4.71324 0.02 0.04 0.02
H -3.41689 -3.22494 -2.87036 -0.02 0.03 -0.01
Cl 3.05042 -0.54116 1.81833 -0.09 -0.07 -0.04
C 4.29494 -0.41734 0.54607 -0.09 0.11 -0.25
Cl 5.45221 0.84003 1.04848 -0.03 -0.03 0.02
Cl 5.15129 -1.97566 0.43879 -0.08 0.01 0.04
C 3.71657 -0.03919 -0.92926 -0.11 0.34 -0.05
O 4.63430 0.14789 -1.72171 -0.51 -0.17 0.14
O 2.46855 0.03935 -1.02440 0.75 -0.27 0.13
N -0.58441 1.24203 5.74253 -0.01 -0.03 -0.10
C -0.71501 0.22666 4.82494 0.03 0.08 0.19
C -0.45123 0.43558 3.46412 0.12 0.22 -0.10
N -0.65202 -0.51430 2.57923 -0.24 -0.13 0.32
C -1.10160 -1.69465 3.00571 -0.06 -0.30 -0.11
C -1.32969 -1.89987 4.35338 -0.04 -0.14 -0.03
N -1.13915 -0.95124 5.26610 -0.02 0.07 0.00
H 0.00287 2.02020 5.49870 0.02 0.00 -0.01
H -0.54572 0.94842 6.70345 0.00 -0.02 0.03
H -0.06308 1.38401 3.09568 -0.07 -0.03 0.07
H -1.26608 -2.46796 2.25682 -0.03 0.09 0.14
H -1.67822 -2.86018 4.71937 0.02 0.04 -0.06
```
Positions in Å, forces in eV/Å.